Here is a structure of composition C32H33CdN9Se in a non-equilibrium geometry from OMol25. Energies are from wB97M-V/def2-TZVPD.

Each line ends with the Löwdin charge.
Atoms and positions in Å:
Cd  10.420  8.688  9.485  1.39
C  12.410  4.926  7.981  -0.03
C  11.778  5.979  8.759  -0.29
N  10.915  6.841  8.260  0.02
C  10.204  6.349  7.028  -0.19
C  10.612  8.141  5.436  -0.16
N  9.251  9.809  6.091  -0.21
C  8.794  10.864  6.975  -0.20
C  7.736  10.423  8.045  -0.23
N  8.128  9.352  8.949  -0.15
C  7.557  9.455  10.300  -0.22
C  8.516  9.971  11.429  -0.32
N  9.885  9.588  11.334  -0.20
C  10.614  9.481  12.580  -0.51
C  10.542  10.839  13.237  -0.02
C  12.417  7.620  12.006  -0.17
C  13.247  6.653  12.652  0.01
C  13.834  5.650  11.904  -0.03
C  13.447  5.432  10.589  0.00
C  12.329  6.170  10.119  -0.18
N  11.869  7.246  10.848  0.11
H  12.262  4.938  6.898  0.09
H  12.270  3.939  8.483  0.12
H  13.494  5.002  8.163  0.08
H  9.467  5.653  7.400  0.10
H  10.910  5.816  6.395  0.08
H  10.373  8.687  4.519  0.11
H  11.647  7.751  5.414  0.11
H  8.509  9.408  5.392  -0.01
H  8.309  11.563  6.312  0.10
H  9.670  11.307  7.526  0.10
H  6.824  10.079  7.537  0.10
H  7.589  11.333  8.691  0.12
H  7.661  8.561  8.537  0.05
H  7.297  8.404  10.574  0.12
H  6.580  9.971  10.286  0.12
H  8.033  9.828  12.364  0.08
H  8.584  11.104  11.312  0.11
H  10.705  11.594  12.441  0.10
H  11.360  11.095  13.989  0.10
H  9.620  11.119  13.659  0.07
H  13.608  6.838  13.665  0.10
H  14.632  5.111  12.350  0.10
H  13.965  4.863  9.878  0.08
N  18.241  13.697  14.403  0.18
C  17.458  12.984  13.895  -0.18
C  16.507  12.072  13.451  -0.24
C  16.582  11.415  12.191  0.02
C  15.472  10.680  11.745  0.01
C  14.317  10.564  12.571  -0.15
C  14.389  11.026  13.933  0.01
C  15.500  11.744  14.326  -0.03
C  13.106  10.054  11.912  0.01
C  12.831  10.557  10.619  -0.25
C  13.112  11.914  10.271  -0.01
C  12.918  12.035  8.878  -0.03
C  12.575  10.718  8.430  -0.16
N  12.455  9.830  9.419  0.00
C  12.118  9.045  12.576  -0.20
C  12.481  8.664  14.035  -0.11
C  11.596  8.155  14.907  -0.03
C  10.203  7.911  14.404  -0.13
N  9.792  8.492  13.371  0.13
H  17.556  11.336  11.698  0.13
H  15.359  10.290  10.733  0.13
H  13.652  10.851  14.704  0.11
H  15.552  11.986  15.382  0.13
H  13.478  12.688  10.894  0.11
H  13.143  12.876  8.210  0.11
H  12.369  10.507  7.374  0.11
H  13.580  8.612  14.243  0.12
H  11.856  7.874  15.909  0.10
H  9.571  7.187  14.907  0.11
Se  7.814  7.522  5.668  0.51
C  9.604  7.566  6.319  -0.89
N  10.143  8.885  6.629  -0.14

Properties
Gap between HOMO and LUMO (alpha / beta) = 3.73 / 3.72 eV
Max |F| = 0.0932 Eh/bohr
HOMO level (alpha / beta) = -6.0 / -6.0 eV
Energy = -4300.83465 Ha
LUMO (alpha / beta) = -2.3 / -2.3 eV


Here is a cluster of 2 separate species, C4H12N2 in total from OMol25. Energies are from wB97M-V/def2-TZVPD.

Each line ends with the Löwdin charge.
Atoms and positions in Å:
C  0.825  -1.304  1.355  -0.15
N  1.606  -0.090  1.446  -0.14
C  1.031  1.046  0.743  -0.34
N  1.286  1.064  -0.684  0.01
H  1.312  -2.102  1.916  0.07
H  -0.199  -1.191  1.733  0.07
H  0.791  -1.642  0.320  0.07
H  1.862  0.129  2.396  0.09
H  1.450  1.949  1.180  0.11
H  -0.059  1.071  0.868  0.10
H  2.261  0.849  -0.861  0.07
H  0.762  0.324  -1.138  0.03
C  -2.140  0.215  -1.768  -0.07
C  -2.804  -0.812  -1.267  -0.07
H  -2.348  0.579  -2.768  0.05
H  -1.388  0.734  -1.194  0.02
H  -3.575  -1.304  -1.846  0.04
H  -2.608  -1.182  -0.269  0.04

Properties
Energy above the lowest of the compared OMol25 structures with the same formula, charge and spin = 33.9 kcal per mole
Gap between HOMO and LUMO = 10.03 eV
SMILES string = CNCN.C=C
Max |F| = 0.0062 Eh/bohr
HOMO level = -8.9 eV
Energy = -269.06235 Ha
LUMO = 1.1 eV


Here is a structure of composition C9H17ClI2N2OPRuSe in a non-equilibrium geometry from OMol25. Energies are from wB97M-V/def2-TZVPD.

Each line ends with the Mulliken spin population.
Atoms and positions in Å:
I  -3.760  -1.649  -2.391  0.97
I  -4.358  2.436  -2.497  0.99
Ru  -0.096  1.011  -0.211  2.18
P  0.087  0.778  -2.404  -0.03
C  -1.425  0.836  -3.372  -0.02
C  1.145  2.125  -3.042  0.02
H  1.920  -0.791  -2.263  0.00
H  0.970  -0.951  -3.803  0.00
H  0.285  -1.591  -2.247  0.01
C  0.900  -0.798  -2.709  0.02
H  2.137  2.113  -2.510  0.00
H  1.286  1.972  -4.128  0.00
H  -1.203  0.783  -4.414  0.00
H  -2.021  1.718  -3.078  0.03
H  0.626  3.081  -2.851  0.01
H  -2.023  -0.053  -3.051  0.01
C  -1.809  0.700  -0.130  -0.29
O  -2.931  0.681  0.201  0.00
Cl  2.185  0.553  -0.254  0.12
C  2.810  0.156  2.752  0.00
N  1.537  -0.523  2.839  0.03
C  1.477  -1.868  3.284  0.02
C  0.154  -2.213  3.233  0.01
N  -0.537  -1.146  2.773  0.01
C  -1.942  -1.126  2.533  0.03
C  0.332  -0.044  2.563  -0.04
Se  -0.198  1.769  2.321  0.92
H  2.616  1.204  2.556  0.00
H  3.402  -0.283  1.940  0.00
H  3.314  0.011  3.673  0.00
H  2.395  -2.374  3.604  0.00
H  -0.368  -3.110  3.506  0.00
H  -2.213  -1.412  1.552  -0.01
H  -2.334  -1.862  3.232  0.00
H  -2.360  -0.133  2.793  -0.01

Properties
Gap between HOMO and LUMO (alpha / beta) = 8.06 / 4.27 eV
Max |F| = 0.1507 Eh/bohr
Multiplicity = 6
HOMO level (alpha / beta) = -15.2 / -14.9 eV
Energy = -4430.47208 Ha
Charge = +2
LUMO (alpha / beta) = -7.1 / -10.6 eV